1.
# CH4NOP

2 unconnected molecules or ions with the total composition CH4NOP (ωB97M-V/def2-TZVPD, the OMol25 dataset).

Summary:
- Relative energy (zero: lowest compared OMol25 entry of this formula, charge and spin): 487.4 kJ/mol
- 2S+1: 1
- Frontier orbital gap: 10.468 eV
- Max |F|: 5.3 eV/A
- HOMO: -9.69 eV
- Calculated total energy: -511.67852 hartree

Geometry as XYZ:
```
8
Properties=species:S:1:pos:R:3:forces:R:3:mulliken_charge:R:1
C -1.075261 -0.653731 -0.334370 2.9 -2.5 -3.6 -0.32
N -1.976494 -0.246092 0.220850 -1.1 0.5 1.4 0.53
O -2.807543 0.187846 0.946329 -1.1 0.6 0.5 -0.61
P 1.697823 0.729103 0.533379 -2.1 4.3 1.0 -0.05
H -0.483476 -1.201988 -1.127078 -1.1 1.2 1.6 0.36
H 0.566430 1.112150 -0.406052 1.1 -0.9 1.4 0.04
H 2.445423 0.639038 -0.530008 2.2 -0.2 -2.3 0.02
H 1.633098 -0.566329 0.696952 -0.8 -2.9 0.0 0.02
```
Forces are in eV/Å.

2.
# CH4NOPS

A molecular structure, CH4NOPS (ωB97M-V/def2-TZVPD, the OMol25 dataset).

Summary:
- Relative energy (zero: lowest compared OMol25 entry of this formula, charge and spin): 122.6 kJ/mol
- 2S+1: 1
- Frontier orbital gap: 8.584 eV
- Max |F|: 3.9 eV/A
- HOMO: -8.70 eV
- Calculated total energy: -909.95823 hartree

Geometry as XYZ:
```
9
Properties=species:S:1:pos:R:3:forces:R:3:mulliken_charge:R:1
C 0.045207 -0.594614 -0.104463 -3.8 0.8 0.1 0.44
N 0.819909 0.448890 -0.222503 2.2 1.3 -0.1 -0.31
O 0.169963 -1.761335 0.037669 0.6 0.0 0.0 -0.44
P -2.074717 0.570094 -0.159822 2.0 -1.0 -0.4 -0.13
S 2.590882 0.544620 -0.060040 -0.7 -0.3 0.1 -0.11
H 0.422404 1.360945 -0.395264 -0.1 -0.4 0.0 0.28
H -2.801950 -0.598114 0.037544 -0.3 -0.5 0.0 0.07
H -1.967853 0.771796 1.216657 0.1 0.1 0.5 0.05
H 2.796153 -0.742279 -0.349780 0.0 -0.1 -0.1 0.15
```
Forces are in eV/Å.

3.
# CH4NOS

2 unconnected molecules or ions with the total composition CH4NOS (ωB97M-V/def2-TZVPD, the OMol25 dataset).

Summary:
- Relative energy (zero: lowest compared OMol25 entry of this formula, charge and spin): 2.8 kJ/mol
- Net charge: -1
- 2S+1: 1
- Frontier orbital gap: 7.198 eV
- Max |F|: 0.8 eV/A
- HOMO: -3.09 eV
- Calculated total energy: -568.74968 hartree

Geometry as XYZ:
```
8
Properties=species:S:1:pos:R:3:forces:R:3:mulliken_charge:R:1
S -0.127120 1.493261 -2.354794 -0.1 -0.2 0.0 -0.86
H -0.700632 0.455921 -2.988098 0.0 0.0 -0.1 -0.02
C 0.563783 -0.765431 1.106078 -0.1 0.3 0.1 0.10
N -0.203045 0.270247 0.717045 -0.5 -0.6 -0.2 -0.22
O 0.679126 -1.198466 2.242652 -0.1 -0.1 0.0 -0.63
H 1.134313 -1.181284 0.268838 0.2 -0.1 -0.1 0.31
H -0.985278 0.523045 1.302381 0.2 0.1 0.2 0.21
H -0.361147 0.402707 -0.294101 0.4 0.5 0.0 0.12
```
Forces are in eV/Å.

4.
# CH4NP

2 unconnected molecules or ions with the total composition CH4NP (ωB97M-V/def2-TZVPD, the OMol25 dataset).

Summary:
- Relative energy (zero: lowest compared OMol25 entry of this formula, charge and spin): 143.4 kJ/mol
- 2S+1: 1
- Frontier orbital gap: 10.845 eV
- Max |F|: 4.3 eV/A
- HOMO: -9.71 eV
- Calculated total energy: -436.50934 hartree

Geometry as XYZ:
```
7
Properties=species:S:1:pos:R:3:forces:R:3:mulliken_charge:R:1
C 1.565810 -0.876691 -0.140947 -1.8 -2.1 -0.1 -0.15
N 2.506703 -0.236216 -0.104845 3.8 1.8 0.6 -0.14
P -0.622850 0.563386 0.034724 -1.9 1.7 -0.1 -0.18
H -0.696093 -0.409574 -0.891716 0.1 -0.9 -1.3 0.07
H 3.413706 0.151159 0.156668 -1.0 -0.2 -0.4 0.29
H -2.041602 0.845792 -0.273397 0.9 0.3 0.4 0.05
H -1.021362 -0.355950 0.976396 -0.1 -0.5 0.9 0.06
```
Forces are in eV/Å.

5.
# CH4NP3

A single CH4NP3 molecule (ωB97M-V/def2-TZVPD, the OMol25 dataset).

Summary:
- Relative energy (zero: lowest compared OMol25 entry of this formula, charge and spin): 80.8 kJ/mol
- 2S+1: 1
- Frontier orbital gap: 9.037 eV
- Max |F|: 3.9 eV/A
- HOMO: -9.26 eV
- Calculated total energy: -1119.23583 hartree

Geometry as XYZ:
```
9
Properties=species:S:1:pos:R:3:forces:R:3:mulliken_charge:R:1
C 1.707137 0.161690 0.114829 -3.7 0.2 1.4 0.14
N 2.805723 -0.136320 0.170607 1.8 -0.1 -0.3 -0.37
P -0.902589 1.637738 -0.563351 0.2 0.7 -0.9 -0.13
P -0.546762 -1.571057 -0.645607 0.9 -1.4 -0.2 -0.18
P -0.172450 0.064804 0.689140 3.0 0.5 0.2 0.13
H -2.177534 1.457542 -0.029631 -0.5 0.1 0.2 0.09
H -0.501239 2.573401 0.401662 -0.2 0.4 0.1 0.10
H 0.969754 -1.910105 -0.616913 -2.5 -0.3 0.3 0.14
H -1.182043 -2.277690 0.479260 1.0 -0.1 -0.9 0.10
```
Forces are in eV/Å.

6.
# CH4NP3S

A molecular structure, CH4NP3S (ωB97M-V/def2-TZVPD, the OMol25 dataset).

Summary:
- Relative energy (zero: lowest compared OMol25 entry of this formula, charge and spin): 16.0 kJ/mol
- 2S+1: 1
- Frontier orbital gap: 7.824 eV
- Max |F|: 2.2 eV/A
- HOMO: -8.35 eV
- Calculated total energy: -1517.50241 hartree

Geometry as XYZ:
```
10
Properties=species:S:1:pos:R:3:forces:R:3:mulliken_charge:R:1
C -0.014140 0.363939 -1.550012 -1.8 1.0 -0.8 -0.94
N -0.993708 -1.488971 0.080435 1.1 1.3 0.7 -0.27
P 0.157550 -2.179072 0.887915 -0.4 0.3 0.2 0.27
P 0.459887 1.307641 1.497816 -0.1 -2.1 -0.3 -0.06
P -1.106751 0.247953 -0.024810 -0.7 0.2 -0.4 0.13
S 1.254183 -0.733618 1.978374 0.0 0.7 -0.2 -0.21
H -0.146668 1.288989 -2.197645 0.7 -0.6 1.5 0.31
H -0.336133 -0.374151 -2.279445 -0.2 -0.6 0.4 0.34
H 0.931461 0.084808 -1.167635 1.5 0.2 -0.3 0.33
H -0.205679 1.482482 2.775006 -0.2 -0.4 -0.8 0.10
```
Forces are in eV/Å.

Look up the calculated total energy of the fourth one.
-436.50934 hartree